The following is a quantum chemistry calculation of a cluster of 2 separate species, C6H14N2O2 in total, from the Open Molecules 2025 dataset.

```
! wB97M-V def2-TZVPD RIJCOSX def2/J DEFGRID3
* xyz 0 1
C 1.7640 -2.1047 -1.5646
C -1.8749 -2.6882 -0.8281
C 0.3791 -1.7813 -1.0921
O 0.0185 -0.6624 -0.7628
N -0.4417 -2.8608 -0.9501
H 1.6885 -2.6916 -2.4869
H 2.2943 -2.7100 -0.8273
H -0.1834 -3.7190 -1.4111
H -2.3340 -3.6461 -0.6315
H 2.3361 -1.1948 -1.7140
H -2.0770 -2.0476 0.0262
H -2.3603 -2.1201 -1.6347
C -0.4046 1.2182 2.7193
C 0.1242 2.3727 -0.7972
C 0.2540 2.3765 0.6982
O 1.0792 2.9991 1.3403
N -0.6037 1.5235 1.3209
H -1.1806 0.8624 0.8353
H -0.4992 2.0886 3.3631
H -1.0184 0.3618 2.9738
H -0.0300 3.3753 -1.2004
H 0.6375 0.9276 2.9062
H 1.0720 2.0393 -1.2352
H -0.6280 1.6461 -1.0746
*
```

## Properties
Structure (SMILES): CNC(C)=O.CNC(C)=O
Gap between HOMO and LUMO in eV: 9.60
Calculated total energy in Eh: -497.03346

***

The following is a quantum chemistry calculation of a cluster of 7 separate species, C20H40Cl12N2O5P in total, from the Open Molecules 2025 dataset.

```
! wB97M-V def2-TZVPD RIJCOSX def2/J DEFGRID3
* xyz 1 1
C -2.5210 -0.7913 2.5460
C -1.6263 0.3019 1.7275
O -0.2243 -0.0599 1.8924
C 0.5968 1.1259 1.7308
C 1.8710 0.8437 0.7524
O 1.4315 1.2263 -0.5887
N 2.4645 1.4104 -1.4303
C 3.6954 2.1768 -1.3188
C 4.5210 1.9856 -2.6376
N 3.6510 1.0603 -3.3746
C 2.4130 0.7376 -2.7045
C 1.1925 -0.1861 -3.2275
C 0.7839 0.2185 -4.7433
C 0.0451 1.6468 -4.8690
P -1.8163 1.4412 -4.4352
O -2.5804 1.8356 -5.7046
O -2.1429 2.5981 -3.2148
C -1.9108 2.0777 -1.8764
C -2.0667 3.2655 -0.7703
O -1.9902 -0.1738 -3.9424
C -3.3324 -0.6958 -4.1305
C -4.1510 -0.9705 -2.7688
H -2.7795 -1.6672 1.8553
H -1.8853 -1.0858 3.4526
H -3.4466 -0.2462 2.9431
H -1.8817 0.2819 0.5982
H -1.9014 1.3223 2.1738
H 0.9389 1.5812 2.7296
H -0.0471 1.9110 1.1864
H 2.1892 -0.2629 0.8146
H 2.7212 1.4969 1.1681
H 3.9999 2.8021 -0.4084
H 5.5262 2.4241 -2.9372
H 3.8561 0.6590 -4.3129
H 1.4466 -1.3102 -3.1835
H 0.2528 -0.0457 -2.5857
H 1.7634 0.2930 -5.3606
H 0.1823 -0.6243 -5.2605
H 0.1204 1.9443 -5.9867
H 0.5381 2.4986 -4.2873
H -0.8549 1.6420 -1.7155
H -2.7424 1.3143 -1.6101
H -3.0964 3.7801 -0.8287
H -1.9986 2.8480 0.3087
H -1.2417 4.0504 -0.8871
H -4.0096 -0.0867 -4.8184
H -3.2106 -1.7304 -4.6428
H -3.4278 -1.2722 -1.9364
H -4.8280 -0.0849 -2.5193
H -4.8313 -1.8819 -2.9788
C 0.7910 -2.7506 0.5161
Cl -0.4964 -3.8064 -0.0790
Cl 2.3816 -3.3217 -0.0071
H 0.6308 -1.7458 0.1277
H 0.7620 -2.7336 1.6022
C -1.8447 1.6697 5.5166
Cl -3.2096 2.2902 4.5797
Cl -0.3213 2.3909 4.9820
H -1.9994 1.9097 6.5677
H -1.7886 0.5891 5.3890
C 2.5046 3.4819 -7.5871
Cl 2.9150 2.5681 -6.1270
Cl 3.4732 2.9514 -8.9647
H 1.4502 3.3290 -7.8152
H 2.6937 4.5393 -7.4068
C 2.2877 -0.6885 5.9671
Cl 1.9993 -1.5913 4.4725
Cl 0.7882 -0.4301 6.8687
H 2.9781 -1.2549 6.5905
H 2.7232 0.2787 5.7191
C -1.3446 -4.9208 3.7866
Cl -0.8452 -3.3472 3.1510
Cl -1.1587 -4.9902 5.5425
H -2.3912 -5.0873 3.5345
H -0.7283 -5.6970 3.3346
C 1.6863 -5.1835 8.3843
Cl 2.4996 -3.6871 7.9104
Cl -0.0334 -4.9101 8.6849
H 1.7936 -5.9135 7.5828
H 2.1483 -5.5640 9.2942
*
```

## Properties
Gap between HOMO and LUMO in eV: 9.33
Calculated total energy in Eh: -7134.99715

***

The following is a quantum chemistry calculation of a cluster of 2 separate species, C5H12OSSi in total, from the Open Molecules 2025 dataset.

```
! wB97M-V def2-TZVPD RIJCOSX def2/J DEFGRID3
* xyz 0 1
C 1.2636 0.0102 -2.0136
C 0.3157 0.4192 -1.1858
C 0.5169 -2.2914 0.2931
C -1.9499 -0.4204 0.7867
C 0.8553 0.4123 1.8614
O -1.3802 3.8111 -1.6688
Si -0.0708 -0.4783 0.4389
S -0.6718 4.9905 -2.1821
H 1.8561 -0.8635 -1.7930
H 1.4927 0.5181 -2.9394
H -0.2574 1.3050 -1.4374
H 0.1894 -2.8791 1.1446
H 0.1247 -2.7641 -0.6022
H 1.6006 -2.3586 0.2525
H -2.3139 -1.3696 1.1664
H -2.1823 0.3406 1.5260
H -2.5145 -0.1869 -0.1102
H 1.6128 1.0908 1.4805
H 0.1641 1.0021 2.4543
H 1.3487 -0.2880 2.5282
*
```

## Properties
Structure (SMILES): C=C[Si](C)(C)C.O=S
Gap between HOMO and LUMO (spin up / spin down) in eV: 7.79 / 7.79
Calculated total energy in Eh: -960.55970

***

The following is a quantum chemistry calculation of a cluster of 2 separate species, C3H9N2O in total, from the Open Molecules 2025 dataset.

```
! wB97M-V def2-TZVPD RIJCOSX def2/J DEFGRID3
* xyz -1 1
C 1.7663 -0.6151 0.6134
C -3.0086 -0.3854 -0.3077
C 1.7621 0.5550 -0.3185
N -1.8328 -0.6840 0.0496
N 0.4020 1.0826 -0.5165
O -0.3850 1.2461 0.6422
H 1.0217 -1.3998 0.2724
H 2.7732 -1.2676 0.7559
H 1.5299 -0.3041 1.5357
H -3.5447 -1.0148 -1.0677
H -1.3797 0.0105 0.6470
H -3.5160 0.5276 -0.0138
H 2.5442 1.4183 0.0705
H 2.0557 0.3875 -1.3042
H -0.1884 0.4431 -1.0582
*
```

## Properties
Gap between HOMO and LUMO in eV: 5.99
Calculated total energy in Eh: -304.32793

***

The following is a quantum chemistry calculation of a structure of composition C3H5N3O, from the Open Molecules 2025 dataset.

```
! wB97M-V def2-TZVPD RIJCOSX def2/J DEFGRID3
* xyz 0 1
N -1.9915 -0.3311 0.5192
C -0.5694 -0.2251 0.2644
N 0.4692 -1.0243 0.1439
C 1.4084 -0.1288 -0.2870
O 2.6821 -0.5230 -0.5400
C 0.8998 1.1516 -0.4221
N -0.4225 1.0556 -0.0461
H -2.2708 -0.5894 1.4648
H -2.5066 -0.8916 -0.1581
H 2.6961 -1.4796 -0.4019
H 1.3749 2.0660 -0.7418
H -1.7699 0.9197 0.2047
*
```

## Properties
Gap between HOMO and LUMO in eV: 8.16
Calculated total energy in Eh: -356.75095

***

The following is a quantum chemistry calculation of an isolated molecule of C7H10N4, from the Open Molecules 2025 dataset.

```
! wB97M-V def2-TZVPD RIJCOSX def2/J DEFGRID3
* xyz 0 1
C -2.8652 -0.0174 -0.2580
C -2.4736 1.6272 1.5999
C 1.1260 -0.3428 -0.3997
C 1.5266 -1.4508 -1.1509
C 2.8674 -1.6982 -1.1760
C 3.7614 -0.7907 -0.5606
C 2.0179 0.5286 0.2052
H -3.7936 0.4728 -0.3898
H -2.4340 -0.2659 -1.2570
H -3.0630 -0.9925 0.2325
H -3.0899 1.0672 2.2638
H -3.0319 2.4934 1.2410
H -1.5473 1.9783 2.1538
H 0.8164 -2.1326 -1.6959
H 3.2427 -2.5337 -1.7456
H 4.8428 -0.9683 -0.5537
H 1.6284 1.4038 0.7852
N -1.9606 0.8127 0.5082
N -0.6520 0.6770 0.4859
N -0.2823 -0.1523 -0.4070
N 3.3639 0.2840 0.1186
*
```

## Properties
Structure (SMILES): CN(C)/N=N/c1cccnc1
Gap between HOMO and LUMO in eV: 8.85
Calculated total energy in Eh: -491.68479